# 1
The following is a DFT calculation (ωB97M-V with the def2-TZVPD basis set) of the molecule C3H6FNS2 in a non-equilibrium geometry.

For the HOMO-LUMO gap, the calculation gives 8.59 eV. The SMILES is FCCC(=S)NS. As for the energy above the lowest of the compared OMol25 structures with the same formula, charge and spin: 94.8 kJ/mol. The electronic energy is -29084.5318 eV.

Geometry as ORCA input:
```
! RIJCOSX wB97M-V def2-TZVPD def2/J DEFGRID3
* xyz 0 1
F 2.633 -0.095 -0.899
C 2.136 -1.109 0.008
C 1.339 -0.109 0.928
C 0.033 0.246 0.326
S -0.291 1.797 -0.038
N -0.741 -0.824 0.122
S -2.462 -0.668 -0.119
H 1.450 -1.926 -0.499
H 2.951 -1.709 0.687
H 1.857 0.818 1.204
H 1.118 -0.496 1.924
H -0.344 -1.775 0.382
H -2.553 -0.518 -1.518
*
```


# 2
The following is a DFT calculation (ωB97M-V with the def2-TZVPD basis set) of a structure of composition CHFLi2OTl in a non-equilibrium geometry.

For the HOMO-LUMO gap (spin up / spin down), the calculation gives 4.52 / 4.43 eV. As for the energy above the lowest of the compared OMol25 structures with the same formula, charge and spin: 20.1 kJ/mol. The electronic energy is -10918.5511 eV.

Geometry as ORCA input:
```
! RIJCOSX wB97M-V def2-TZVPD def2/J DEFGRID3
* xyz 0 2
C 2.654 -1.929 0.158
O 2.432 -0.909 -0.556
Li -1.256 -0.444 -0.749
Li -0.809 -1.620 1.923
H 3.755 -1.998 0.396
F -0.519 0.079 2.001
Tl 1.172 1.228 1.012
*
```


# 3
The following is a DFT calculation (ωB97M-V with the def2-TZVPD basis set) of the ion C3H3NO2P with charge -1 in a non-equilibrium geometry.

For the HOMO-LUMO gap (spin up / spin down), the calculation gives 5.83 / 7.62 eV. As for the energy above the lowest of the compared OMol25 structures with the same formula, charge and spin: 0.0 kJ/mol. The electronic energy is -18031.3457 eV.

Geometry as ORCA input:
```
! RIJCOSX wB97M-V def2-TZVPD def2/J DEFGRID3
* xyz -1 3
C -0.928 0.774 -0.270
C -0.741 -0.104 0.882
C 0.492 -0.902 0.738
N 0.054 1.117 -1.052
O -1.618 -0.209 1.815
O 0.891 -1.696 1.587
P 1.381 -0.655 -0.884
H -1.976 0.932 -0.676
H -0.196 1.365 -1.975
H 2.640 -0.621 -0.164
*
```


# 4
The following is a DFT calculation (ωB97M-V with the def2-TZVPD basis set) of a structure of composition C45H50ClCoN12O3 in a non-equilibrium geometry.

For the HOMO-LUMO gap (spin up / spin down), the calculation gives 6.83 / 3.87 eV. As for the energy above the lowest of the compared OMol25 structures with the same formula, charge and spin: 0.0 kJ/mol. The electronic energy is -121635.8349 eV.

Geometry as ORCA input:
```
! RIJCOSX wB97M-V def2-TZVPD def2/J DEFGRID3
* xyz 2 5
Co -0.571 0.980 -0.833
C -1.691 5.263 12.294
O -1.511 5.975 11.043
C -1.462 5.392 9.888
C -1.109 6.205 8.792
C -0.959 5.683 7.543
C -1.251 4.316 7.317
C -1.724 3.545 8.414
C -1.770 4.041 9.688
C -1.108 3.694 6.066
N -0.396 4.234 5.050
C -0.421 3.363 4.010
C -1.193 2.234 4.375
N -1.632 2.474 5.649
C -1.422 1.138 3.492
C -2.039 -0.068 3.821
C -2.196 -1.012 2.849
C -1.694 -0.773 1.562
N -1.058 0.361 1.266
C -0.949 1.307 2.173
C -0.242 2.536 1.767
N 0.129 2.621 0.453
C 0.773 3.719 0.094
C 1.186 4.737 0.982
C 0.828 4.679 2.294
C 0.087 3.529 2.692
H -1.337 5.984 13.046
H -1.116 4.343 12.268
H -2.736 5.099 12.396
H -0.956 7.269 8.942
H -0.708 6.314 6.715
H -1.983 2.486 8.260
H -2.079 3.428 10.522
H -2.234 1.831 6.154
H -2.372 -0.274 4.851
H -2.688 -1.967 3.051
H -1.914 -1.443 0.739
H 1.025 3.796 -0.936
H 1.718 5.542 0.564
H 1.131 5.375 3.074
C 3.521 -4.884 -0.105
C 2.553 -5.017 -1.330
C 1.141 -4.567 -0.898
C 2.448 -6.511 -1.617
C 3.143 -4.217 -2.506
O 4.537 -4.660 -2.662
C 2.503 -4.398 -3.896
C 1.272 -3.557 -4.363
C -0.072 -4.007 -3.839
C -0.888 -3.129 -3.130
C -2.135 -3.493 -2.672
C -2.538 -4.829 -2.803
Cl -4.012 -5.397 -2.057
C -1.756 -5.715 -3.556
C -0.546 -5.299 -4.048
C 3.505 -2.746 -2.207
N 2.558 -1.861 -1.498
C 1.564 -1.084 -1.937
N 0.995 -0.461 -0.912
C 1.697 -0.907 0.161
N 2.656 -1.747 -0.115
H 3.033 -5.400 0.719
H 3.723 -3.873 0.206
H 4.456 -5.412 -0.331
H 0.915 -5.066 0.013
H 0.378 -4.829 -1.627
H 1.068 -3.466 -0.784
H 2.199 -6.999 -0.689
H 3.404 -6.878 -1.953
H 1.679 -6.781 -2.350
H 4.558 -5.527 -3.085
H 2.273 -5.415 -4.113
H 3.309 -4.126 -4.601
H 1.249 -3.610 -5.444
H 1.424 -2.497 -4.186
H -0.532 -2.129 -2.902
H -2.711 -2.798 -2.064
H -2.092 -6.756 -3.695
H 0.052 -6.029 -4.575
H 3.812 -2.239 -3.118
H 4.382 -2.762 -1.563
H 1.318 -0.916 -2.956
H 1.459 -0.646 1.168
C 0.457 0.479 -6.938
C -0.549 1.483 -6.333
N -0.126 1.891 -4.970
C 0.944 2.924 -4.904
C 2.275 2.424 -4.352
C -0.584 1.331 -3.857
C -1.467 0.128 -3.984
N -0.316 1.817 -2.650
H 0.113 0.159 -7.909
H 0.629 -0.381 -6.294
H 1.479 0.966 -7.114
H -1.551 1.096 -6.271
H -0.618 2.397 -6.958
H 0.629 3.820 -4.342
H 1.120 3.284 -5.953
H 2.147 2.009 -3.357
H 3.004 3.249 -4.323
H 2.683 1.638 -4.989
H -2.465 0.500 -4.222
H -1.540 -0.307 -3.018
H -1.135 -0.597 -4.736
H 0.126 2.736 -2.672
O -2.286 0.008 -1.087
N -3.325 0.447 -1.751
C -3.900 1.547 -1.383
C -3.407 2.366 -0.277
N -2.868 2.930 0.584
C -5.140 2.014 -2.008
N -6.187 2.326 -2.397
*
```